# 1
DFT (wB97M-V/def2-TZVPD) results for a 3-piece molecular cluster, C4H14NO4 overall in a non-equilibrium geometry.

Positions of all 23 atoms, in Å:
1 C 0.24 1.76 1.46
2 C 0.15 0.76 0.33
3 C 1.10 -0.41 0.28
4 C 0.88 -1.34 1.44
5 O 0.79 -2.61 1.07
6 O 0.84 -0.97 2.59
7 N 0.36 1.62 -0.93
8 H -0.61 2.43 1.34
9 H 0.10 1.27 2.42
10 H 1.18 2.31 1.41
11 H -0.83 0.27 0.19
12 H 1.00 -0.90 -0.69
13 H 2.16 -0.11 0.32
14 H 0.36 -3.10 1.77
15 H 0.20 1.13 -1.84
16 H -0.15 2.51 -0.95
17 H 1.31 1.97 -1.05
18 H -0.79 -1.18 -2.12
19 H 0.17 -1.01 -3.23
20 O -0.32 -0.48 -2.60
21 H -2.97 -0.55 -0.46
22 H -2.79 -2.10 -0.51
23 O -2.37 -1.27 -0.23

Values from the calculation:
Energy: -14049.603 eV
Multiplicity: 1
Energy relative to the best compared isomer or geometry (same formula, charge and spin): 2.27 kcal per mole
Total charge: +1
Orbital gap: 0.396 hartree
Strongest force on any atom: 1.5 eV/Å

=====

# 2
DFT (wB97M-V/def2-TZVPD) results for a 2-piece molecular cluster, C4H14NOS2 overall in a non-equilibrium geometry.

Positions of all 22 atoms, in Å:
1 N 1.27 -0.35 -0.64
2 C -0.08 -0.23 -1.34
3 C -0.25 -1.13 -2.54
4 C -1.23 -0.45 -0.36
5 S -2.32 0.97 -0.05
6 S -1.05 2.54 0.28
7 C -0.57 2.37 2.05
8 H 1.85 -0.97 -1.20
9 H 1.70 0.56 -0.65
10 H 1.17 -0.77 0.29
11 H -0.17 0.83 -1.56
12 H -0.31 -2.16 -2.19
13 H 0.55 -1.15 -3.29
14 H -1.17 -0.85 -3.04
15 H -1.82 -1.35 -0.54
16 H -0.90 -0.69 0.65
17 H -1.24 1.73 2.59
18 H -0.63 3.41 2.38
19 H 0.50 2.19 2.05
20 H 1.09 -1.99 2.67
21 H 2.24 -1.23 2.40
22 O 1.34 -1.31 2.03

Values from the calculation:
Energy: -29576.830 eV
Multiplicity: 1
Energy relative to the best compared isomer or geometry (same formula, charge and spin): 12.48 kcal per mole
Total charge: +1
Orbital gap: 0.334 hartree
Strongest force on any atom: 1.7 eV/Å

=====

# 3
DFT (wB97M-V/def2-TZVPD) results for C4H14NOS2 as an isolated structure in a non-equilibrium geometry.

Positions of all 22 atoms, in Å:
1 N -2.41 -0.07 -1.22
2 C -2.15 -1.44 -1.61
3 C -0.61 -1.69 -1.37
4 S 0.42 -0.49 -2.10
5 S 0.68 0.93 2.21
6 C 1.93 0.37 1.00
7 C 3.28 0.00 1.61
8 H -0.56 0.68 1.03
9 H -1.65 0.54 -1.52
10 H -3.39 0.19 -1.25
11 H -2.76 -2.14 -1.05
12 H -2.39 -1.51 -2.68
13 H -0.52 -1.61 -0.27
14 H -0.34 -2.64 -1.83
15 H 2.02 1.11 0.21
16 H 1.45 -0.54 0.55
17 H 3.68 1.00 1.87
18 H 3.24 -0.55 2.54
19 H 4.07 -0.42 0.97
20 H -1.37 3.52 0.77
21 H -1.11 2.19 1.48
22 O -1.51 2.57 0.67

Values from the calculation:
Energy: -29570.395 eV
Multiplicity: 1
Energy relative to the best compared isomer or geometry (same formula, charge and spin): 160.89 kcal per mole
Total charge: +1
Orbital gap: 0.132 hartree
Strongest force on any atom: 4.0 eV/Å

=====

Q: strongest force on any atom of number 1 (C4H14NO4)?
A: 1.5 eV/Å

=====

Q: What is the formula in the third record?
A: C4H14NOS2